1.
C21H48Cl4CuN5O6Pd | wB97M-V/def2-TZVPD

```
86
Properties=species:S:1:pos:R:3:forces:R:3
Cu -0.116139 2.978782 2.142828 -0.7 -0.9 -0.4
Pd 3.113501 2.652652 -0.204332 -1.0 -1.2 -0.7
C -0.176879 -0.293048 0.364298 -0.4 -0.1 -0.6
C 0.137671 1.088052 -0.276582 -0.1 -0.8 1.4
O 1.018861 1.877412 0.499808 0.3 0.9 0.2
H -0.919319 -0.306928 1.162228 0.0 0.9 0.3
H 0.626391 -0.908458 0.769438 0.5 0.2 -0.5
H -0.731879 -0.821438 -0.410862 0.3 -0.4 -0.2
H -0.851239 1.540702 -0.349162 0.0 0.7 -0.1
H 0.507491 1.015852 -1.299382 0.3 -0.2 -0.1
Cl -0.484309 -0.204538 -4.353032 -0.1 -0.5 0.5
C -0.852149 -1.981598 -4.401282 0.4 -0.3 0.2
C -1.158289 -2.610768 -3.031712 0.1 2.0 0.0
Cl -1.252289 -4.327418 -3.113102 -0.4 -1.5 -0.4
H 0.059021 -2.474918 -4.739662 -0.2 0.2 -0.5
H -1.674819 -2.064488 -5.111532 0.2 -0.3 0.1
H -2.081919 -2.203748 -2.620212 0.1 0.0 0.1
H -0.323459 -2.456168 -2.348142 -0.1 0.7 0.0
Cl -3.772599 -2.075218 -0.422392 -0.4 0.1 0.3
C -4.796279 -0.964198 0.580358 0.2 0.5 0.2
C -4.216409 0.442842 0.530608 0.6 -0.7 0.9
Cl -4.342319 1.225812 -1.029982 -0.2 0.1 -0.3
H -4.744609 -1.315368 1.610948 0.1 -0.1 -0.1
H -5.842229 -1.002488 0.276028 0.2 -0.2 -0.4
H -3.158109 0.382862 0.784578 0.1 -0.1 -0.2
H -4.610919 1.059722 1.338028 -0.6 0.0 -0.3
C -0.289759 0.409112 4.235898 0.2 -0.4 -0.2
O -0.424059 1.451652 3.601168 0.1 0.6 -0.2
N 0.741021 -0.437978 4.129268 1.5 -1.3 0.1
C 0.775701 -1.727628 4.890238 -0.1 -0.2 -1.0
C 1.998551 -0.106048 3.379538 -0.9 0.5 0.4
H -1.068179 0.077022 4.940158 0.1 0.0 -0.1
H -0.201009 -2.207638 4.829018 -0.3 0.5 0.7
H 1.227461 -1.744358 5.882068 -0.4 0.7 0.1
H 1.360401 -2.479238 4.359858 0.4 0.5 -0.4
H 2.764241 0.228702 4.079358 0.0 0.0 0.0
H 2.406661 -0.949558 2.822728 -0.4 -0.2 0.2
H 1.778961 0.687512 2.665288 0.0 0.0 0.1
C -3.462179 3.490472 1.228338 -0.6 -0.6 3.3
O -2.239989 3.315802 1.467798 -1.0 0.3 -0.5
N -4.446709 3.424662 2.228708 2.1 0.1 -0.7
C -5.835319 3.604222 1.920178 -0.6 0.3 -0.5
C -4.223079 3.360612 3.697218 0.6 0.9 -0.5
H -3.907729 3.640152 0.232698 0.4 0.0 0.2
H -5.963059 3.722572 0.844168 -0.2 -0.2 0.0
H -6.249729 4.494102 2.393948 0.2 0.1 0.1
H -6.402219 2.762802 2.318588 -0.1 -0.1 -0.3
H -4.887269 2.661022 4.204688 0.3 -0.5 -0.4
H -3.165439 3.252872 3.937828 -0.2 -0.5 -0.1
H -4.515529 4.314692 4.135748 0.0 0.3 -0.2
C 2.291021 2.687422 -3.491892 -0.4 1.5 -3.5
O 2.800261 2.695532 -2.382622 0.5 0.3 1.6
N 2.419541 3.687352 -4.423062 0.2 -0.5 3.2
C 2.040091 3.568052 -5.800722 0.5 -0.5 -0.7
C 3.124421 4.946172 -4.071132 0.4 -0.8 -0.8
H 1.714461 1.842892 -3.900002 0.0 -0.1 0.3
H 2.938781 3.421142 -6.399782 0.2 0.0 -0.1
H 1.596911 4.492332 -6.171412 -0.4 -0.3 0.2
H 1.445081 2.667702 -5.953792 -0.4 0.3 0.0
H 2.586601 5.760512 -4.556642 0.0 0.1 0.4
H 3.324441 5.080522 -3.008102 -0.6 -0.1 -0.1
H 4.106741 4.873022 -4.537802 0.1 0.2 -0.1
C 5.058331 0.091332 -1.185822 -1.5 -1.8 -0.6
O 4.196891 0.780162 -0.586102 0.9 -0.6 0.0
N 4.904051 -1.253978 -1.436122 0.1 2.1 1.1
C 5.858951 -1.910338 -2.350342 0.2 -1.0 0.3
C 3.767141 -2.090828 -0.951282 0.0 -0.2 -1.0
H 5.976271 0.440952 -1.683172 -0.3 0.5 0.4
H 6.455131 -2.685608 -1.869072 -0.4 -0.2 0.5
H 6.655231 -1.296608 -2.771502 -0.6 0.7 0.0
H 5.304521 -2.412638 -3.143052 0.0 0.2 -0.1
H 4.083391 -2.939078 -0.344202 0.5 0.0 -0.3
H 2.914251 -1.692638 -0.401612 0.7 1.3 0.1
H 3.293791 -2.435848 -1.870522 0.1 -0.5 0.0
C -1.592199 -4.343348 2.522908 5.2 0.4 -2.1
O -2.753709 -4.469258 2.142668 -1.9 -0.1 -0.2
N -0.520479 -4.289468 1.679508 -1.8 0.3 1.8
C -0.592339 -4.362468 0.219598 -0.8 -1.4 -1.4
C 0.836581 -4.198358 2.223438 1.2 0.1 -0.7
H -1.279359 -4.254728 3.574798 -0.8 -0.2 0.1
H -0.418019 -5.386058 -0.112022 0.2 -0.3 0.4
H 0.125901 -3.819948 -0.395142 0.3 0.7 1.0
H -1.564699 -4.174388 -0.235642 -0.3 0.5 0.7
H 1.247321 -3.231358 1.933108 -0.2 0.3 0.3
H 1.032091 -4.403988 3.275858 -0.9 0.1 0.0
H 1.494101 -4.883608 1.688458 -0.4 -0.4 -0.1
```
Forces are in eV/Å.

Values from the calculation:
**Net charge**: +3
**HOMO-LUMO gap (alpha / beta)**: 8.0469 / 3.2294 eV
**Multiplicity**: 4

2.
C17H22BrMoS3 | wB97M-V/def2-TZVPD

```
44
Properties=species:S:1:pos:R:3:forces:R:3
Mo -0.646997 0.029150 -0.134393 0.0 0.0 0.0
C -1.671069 -0.474128 3.120117 0.0 0.0 0.0
C -1.069492 0.470161 2.126421 0.0 -0.1 -0.1
C 0.342430 0.528794 1.911677 0.0 0.0 0.1
C 0.919856 1.492490 1.076734 0.0 0.0 0.0
C 2.401849 1.656274 0.992123 0.0 0.0 0.0
C 0.052320 2.241264 0.262337 0.0 0.0 0.0
C -1.354062 2.267226 0.493095 0.0 0.0 0.0
C -2.219692 3.280288 -0.191072 0.0 0.0 0.0
C -1.878569 1.403927 1.456107 0.0 0.0 0.0
H -1.919115 0.069807 4.033441 0.0 0.0 0.0
H -0.977037 -1.273139 3.371081 0.0 0.0 0.0
H -2.583606 -0.915592 2.719322 0.0 0.0 0.0
H 0.984166 -0.159646 2.445985 0.0 0.0 0.0
H 2.703233 2.394954 1.739186 0.0 0.0 0.0
H 2.706799 2.015903 0.011935 0.0 0.0 0.0
H 2.919276 0.723363 1.209422 0.0 0.0 0.0
H 0.473770 2.889071 -0.495604 0.0 0.0 0.0
H -2.197486 4.205515 0.388277 0.0 0.0 0.0
H -3.254682 2.947236 -0.239115 0.0 0.0 0.0
H -1.858546 3.510880 -1.192571 0.0 0.0 0.0
H -2.947859 1.376833 1.618442 0.0 0.0 0.0
S -0.371973 -2.132705 0.601870 0.0 0.0 0.0
C 1.318124 -2.495744 0.473751 0.0 0.0 0.0
C 1.881861 -3.591027 1.145873 0.0 0.0 0.0
C 3.212274 -3.886193 0.961581 0.0 0.0 0.0
C 4.002215 -3.105819 0.107757 0.0 0.0 0.0
C 3.460615 -2.032690 -0.561913 0.0 0.0 0.0
C 2.106090 -1.722198 -0.378329 0.0 0.0 0.0
S 1.352664 -0.413542 -1.227937 -0.1 0.0 0.0
H 1.262457 -4.193482 1.797672 0.0 0.0 0.0
H 3.653525 -4.727550 1.478314 0.0 0.0 0.0
H 5.047056 -3.351039 -0.026857 0.0 0.0 0.0
H 4.063632 -1.429534 -1.228337 0.0 0.0 0.0
C -2.867214 1.183114 -2.867076 -0.1 0.0 0.0
S -1.122466 0.923612 -2.497050 0.0 0.0 0.0
C -0.856811 -0.435148 -3.656353 0.0 0.0 0.0
H -3.384034 0.229046 -2.904810 0.0 0.0 0.0
H -2.918027 1.696148 -3.825809 0.0 0.0 0.0
H -3.315461 1.796142 -2.094169 0.0 0.0 0.0
H -1.218437 -0.106161 -4.628726 0.0 0.0 0.0
H -1.405766 -1.311890 -3.316848 0.0 0.0 0.0
H 0.205037 -0.647303 -3.709607 0.0 0.0 0.0
Br -3.030843 -0.926683 -0.365944 0.0 0.0 0.0
```
Forces are in eV/Å.

Values from the calculation:
**Net charge**: +1
**HOMO-LUMO gap (alpha / beta)**: 6.7603 / 6.7633 eV
**Energy above the lowest of the compared OMol25 structures with the same formula, charge and spin**: 1.9 kJ/mol

3.
C3H2IO2S | wB97M-V/def2-TZVPD

```
9
Properties=species:S:1:pos:R:3:forces:R:3
C 1.643720 -0.286607 0.718582 -1.9 -0.3 1.4
C 0.569906 -0.129874 1.358798 -0.8 0.0 0.8
C -0.714906 -0.012672 1.869002 3.2 0.7 -0.6
O -0.337833 1.413341 -2.559041 0.2 -0.9 1.7
O -0.029176 -0.945964 -2.541818 0.1 -0.3 0.9
S -0.080068 0.234958 -1.690418 0.3 1.4 -3.3
I -2.276860 -0.120164 0.020898 -2.0 -0.4 -0.9
H 2.395868 -0.956523 0.411737 0.7 0.0 -0.4
H -1.170650 0.803505 2.412261 0.3 -0.3 0.4
```
Forces are in eV/Å.

Values from the calculation:
**Net charge**: -1
**HOMO-LUMO gap (alpha / beta)**: 5.4034 / 7.5036 eV
**Multiplicity**: 3

4.
C20H16ClN3O2S2 | wB97M-V/def2-TZVPD

```
44
Properties=species:S:1:pos:R:3:forces:R:3
C -7.606261 -1.159475 -0.566559 -0.1 -0.2 -0.1
O -7.148496 0.107261 -0.155603 0.0 0.3 0.1
C -5.823126 0.282861 0.063324 0.3 -0.1 0.0
C -5.450892 1.572066 0.493147 -0.1 0.0 0.0
C -4.144775 1.886504 0.759563 0.0 -0.1 0.0
C -3.157127 0.908467 0.602519 -0.3 -0.3 -0.1
C -1.753018 0.994220 0.831765 0.6 -0.6 -0.2
Cl -0.997747 2.424989 1.366143 -0.3 0.4 0.0
C -1.075902 -0.169300 0.577808 -1.0 0.3 -0.1
C 0.323303 -0.389280 0.770546 0.7 0.0 0.2
N 1.111600 0.445303 1.410168 -1.1 0.3 0.0
N 2.339825 -0.065762 1.434582 0.6 -0.8 0.0
C 2.306783 -1.209835 0.804802 -0.1 0.0 0.1
S 3.687650 -2.217794 0.549912 0.2 -0.4 -0.1
C 4.869110 -1.264516 1.544650 -0.3 -0.2 0.2
C 4.799250 0.254330 1.389528 0.4 -0.1 0.3
O 5.012311 0.943583 2.355878 0.1 0.0 -0.1
C 4.597274 0.805211 0.030485 0.1 0.5 -0.4
C 3.976533 2.049357 -0.075659 0.1 -0.2 0.0
C 3.748839 2.610677 -1.316263 0.0 0.1 0.1
C 4.154865 1.945169 -2.462809 0.0 -0.1 -0.1
C 4.792714 0.719786 -2.363257 0.0 0.0 -0.2
C 5.012047 0.145760 -1.123628 0.1 0.1 0.3
N 1.051997 -1.482899 0.353639 0.3 0.7 0.4
C 0.642567 -2.637717 -0.391079 -0.2 -0.4 -0.2
S -2.169962 -1.431123 0.035502 -0.1 0.3 0.1
C -3.539195 -0.369558 0.167690 0.5 0.3 0.2
C -4.858298 -0.699546 -0.105489 -0.5 0.0 -0.1
H -7.376607 -1.928721 0.177328 0.0 0.0 0.0
H -7.178706 -1.446612 -1.532260 0.0 0.0 0.0
H -8.686194 -1.064105 -0.664719 0.1 -0.1 0.0
H -6.235132 2.302801 0.607829 -0.1 0.1 0.0
H -3.860125 2.871888 1.091450 0.0 0.1 0.0
H 4.709257 -1.510204 2.595347 0.1 0.2 -0.1
H 5.857351 -1.616451 1.241794 0.0 0.0 0.0
H 3.659791 2.540761 0.830855 0.0 0.1 0.1
H 3.255490 3.568192 -1.392475 0.0 0.1 0.0
H 3.978751 2.383450 -3.434416 0.0 0.0 -0.1
H 5.120920 0.206780 -3.255556 0.0 0.0 -0.1
H 5.523813 -0.803215 -1.063233 0.0 -0.1 0.0
H -0.035595 -3.255072 0.201123 0.1 0.0 -0.1
H 1.530292 -3.216789 -0.642667 -0.1 0.0 0.0
H 0.134727 -2.334692 -1.307619 0.1 -0.1 0.0
H -5.099888 -1.696751 -0.434081 -0.1 -0.1 0.0
```
Forces are in eV/Å.

Values from the calculation:
**SMILES string**: COc1ccc2c(Cl)c(-c3nnc(SCC(=O)c4ccccc4)n3C)sc2c1
**Net charge**: 0
**HOMO-LUMO gap**: 7.9977 eV
**Energy above the lowest of the compared OMol25 structures with the same formula, charge and spin**: 35.0 kJ/mol

Looking at largest force on an atom for the records above, in order, we have 5.6, 0.1, 3.6, 1.1 eV Å⁻¹.